(P)
17
Properties=species:S:1:pos:R:3 method="wB97M-V/def2-TZVPD" homo_lumo_gap_ha="0.3179 / 0.2538" spin_multiplicity=2 homo_energy_ev="-8.37 / -8.36" s_squared=0.75 lumo_energy_ha="0.010 / -0.053"
O 2.882 1.137 -0.175
C 2.215 -0.031 -0.218
C 1.118 -0.199 0.850
C -0.043 0.741 0.516
C -1.095 0.080 -0.389
C -1.386 -1.261 -0.238
N -2.019 1.135 -0.749
H 2.962 -0.836 -0.049
H 1.613 0.157 1.757
H 0.761 -1.223 0.939
H -0.619 1.023 1.395
H 0.336 1.657 0.082
H -1.014 -2.094 -0.833
H -2.457 -1.459 -0.083
H 1.801 -0.304 -1.206
H -2.604 0.992 -1.570
H -2.452 0.486 -0.030

(Q)
17
Properties=species:S:1:pos:R:3 method="wB97M-V/def2-TZVPD" homo_lumo_gap_ha="0.3280 / 0.2256" spin_multiplicity=2 homo_energy_ev="-7.91 / -7.90" s_squared=0.75 lumo_energy_ha="0.037 / -0.065"
C 1.820 0.741 0.238
O 2.349 -0.084 1.188
C 0.341 1.139 0.582
C -0.744 0.996 -0.449
C -1.207 -0.490 -0.591
C -2.491 -0.871 -0.696
N -0.233 -1.454 -0.323
H 2.403 1.663 0.129
H 1.768 0.236 -0.748
H 0.040 0.556 1.482
H 0.472 2.149 0.999
H -0.384 1.182 -1.469
H -1.598 1.623 -0.265
H -2.857 -1.826 -0.325
H -3.224 -0.127 -1.020
H -0.601 -2.350 -0.585
H 0.711 -1.326 -0.030

Last place for stability: (P)

(P)
21
Properties=species:S:1:pos:R:3 method="wB97M-V/def2-TZVPD" homo_lumo_gap_ha=0.2371 spin_multiplicity=1 total_charge=-1 homo_energy_ev=-3.40 lumo_energy_ha=0.112
C 2.779 0.125 -0.370
O 3.888 -0.777 -0.605
C 1.521 -0.726 -0.108
C 0.258 -0.327 -0.939
C -1.082 -0.470 -0.276
C -1.372 0.329 1.047
O -2.650 0.159 1.462
H 3.099 0.772 0.454
H 2.711 0.633 -1.329
H 4.546 -0.798 0.084
H 1.751 -1.778 -0.124
H 1.230 -0.451 0.922
H 0.372 0.717 -1.184
H 0.333 -0.947 -1.853
H -1.282 -1.436 0.194
H -1.862 -0.228 -1.018
H -1.178 1.441 0.972
H -0.632 -0.176 1.714
H -3.478 0.914 0.745
H -4.917 1.557 0.291
O -4.034 1.467 -0.079

(Q)
21
Properties=species:S:1:pos:R:3 method="wB97M-V/def2-TZVPD" homo_lumo_gap_ha=0.2454 spin_multiplicity=1 total_charge=-1 homo_energy_ev=-3.41 lumo_energy_ha=0.120
C -1.948 -0.393 1.185
O -2.957 0.449 1.533
C -0.605 0.280 1.343
C 0.622 -0.391 0.639
C 0.624 -1.740 0.008
C 0.051 -2.022 -1.146
H -2.073 -0.624 0.100
H -1.874 -1.170 1.992
H -0.801 1.232 0.709
H -0.442 0.521 2.305
H 1.580 -0.258 1.155
H 0.781 0.322 -0.184
H 1.108 -2.403 0.577
H -0.666 -1.203 -1.516
H 0.302 -2.816 -1.778
H 2.345 1.705 -1.892
H 2.305 2.175 -0.302
O 2.747 1.542 -0.840
H 0.503 1.698 -2.313
H -2.806 1.329 1.156
O 1.203 1.766 -2.731

(R)
21
Properties=species:S:1:pos:R:3 method="wB97M-V/def2-TZVPD" homo_lumo_gap_ha=0.2491 spin_multiplicity=1 total_charge=-1 homo_energy_ev=-3.16 lumo_energy_ha=0.133
C 0.876 -1.612 0.290
O 1.070 -1.004 1.485
C -0.492 -1.328 -0.422
C -0.518 0.035 -1.040
C -0.275 1.200 -0.056
C 0.822 2.131 -0.552
O 0.559 2.663 -1.841
H 1.595 -1.252 -0.509
H 0.966 -2.729 0.272
H -0.707 -2.096 -1.158
H -1.291 -1.422 0.326
H -1.464 0.256 -1.551
H 0.173 0.099 -1.901
H -1.116 1.848 0.181
H 0.107 0.758 0.872
H 0.834 3.023 0.092
H 1.760 1.584 -0.443
H 0.273 1.969 -2.449
H -0.435 -1.392 2.249
H -1.702 -1.032 3.169
O -1.036 -1.698 2.985

Last place for stability: (Q)